[1]
The following is a DFT calculation (ωB97M-V with the def2-TZVPD basis set) of an isolated ion of composition C5H10N3O2 and charge +1 in a non-equilibrium geometry.

Calculated total energy (Eh): -510.89757
ΔE to the lowest compared entry with this formula, charge and spin (kcal per mole): 90.6
HOMO-LUMO gap (eV): 8.61
Charge: +1
Structure (SMILES): CN(C)NC(=O)[N+](C)=C=O

Element x y z (Å)
C  0.43155  -0.10670  2.33247
C  -1.81868  -0.01185  3.15061
C  -1.22318  1.60828  1.40640
C  1.18354  0.28406  -1.06890
C  -0.10277  -1.72047  -0.67779
N  0.85626  -0.57461  1.15925
N  -1.04113  0.53082  2.33931
N  0.30351  -0.48378  -0.08796
O  1.08221  -0.01229  3.29668
O  -2.52593  -0.65779  3.81454
H  -2.20725  1.71223  0.95773
H  -0.92644  2.70030  1.80691
H  -0.41895  1.44233  0.58380
H  2.08341  0.61093  -0.50554
H  1.30922  -0.44870  -1.84276
H  0.52321  1.15899  -1.32098
H  0.77276  -2.38715  -1.07029
H  -0.64882  -2.42529  0.02718
H  -0.82188  -1.65566  -1.52981
H  1.81597  -1.02681  1.22604

And the Löwdin charges, in e, turn out to be: number 1, C, carries -0.3882; number 2, C, carries -0.0658; number 3, C, carries 0.0005; number 4, C, carries 0.0067; number 5, C, carries -0.1086; number 6, N, carries 0.0705; number 7, N, carries 0.0593; number 8, N, carries -0.3067; number 9, O, carries 0.2115; number 10, O, carries 0.3416; number 11, H, carries 0.1067; number 12, H, carries 0.1623; number 13, H, carries 0.0996; number 14, H, carries 0.1033; number 15, H, carries 0.0690; number 16, H, carries 0.0978; number 17, H, carries 0.1179; number 18, H, carries 0.1019; number 19, H, carries 0.1032; number 20, H, carries 0.2176

[2]
The following is a DFT calculation (ωB97M-V with the def2-TZVPD basis set) of an isolated ion of composition C5H10N3O2S and charge +1 in a non-equilibrium geometry.

Calculated total energy (Eh): -909.10360
ΔE to the lowest compared entry with this formula, charge and spin (kcal per mole): 68.9
HOMO-LUMO gap (eV): 7.75
Charge: +1
Structure (SMILES): C=[S@](C)(=O)Oc1[nH]cc(N)[nH+]1

Element x y z (Å)
C  -2.72104  -0.47164  0.70214
C  -2.49876  0.37141  -0.35348
C  -0.56192  -0.60465  0.17997
C  2.86705  -0.40129  -1.05525
C  3.09247  0.49878  1.51809
N  -1.48342  -1.02089  1.04454
N  -1.13077  0.33786  -0.66280
N  -3.44100  1.18434  -1.02920
O  0.61639  -1.07815  0.04879
O  1.31791  1.43095  -0.00456
S  2.10288  0.29907  0.29907
H  -3.45553  -0.65755  1.37351
H  3.65235  0.24810  -1.26676
H  2.87460  -1.44731  -0.69657
H  2.29607  -0.64384  -1.90766
H  3.61699  -0.40233  1.77210
H  2.80914  1.27051  2.22588
H  -1.34713  -1.83827  1.62222
H  -0.61280  0.88686  -1.29575
H  -4.24757  0.93582  -0.52243
H  -3.74590  1.10225  -1.99184

And the Löwdin charges, in e, turn out to be: number 1, C, carries 0.0108; number 2, C, carries -0.2685; number 3, C, carries -0.4479; number 4, C, carries -0.1384; number 5, C, carries -0.1173; number 6, N, carries 0.1622; number 7, N, carries 0.2265; number 8, N, carries 0.1260; number 9, O, carries -0.1004; number 10, O, carries -0.3116; number 11, S, carries 0.8479; number 12, H, carries 0.0996; number 13, H, carries 0.0743; number 14, H, carries 0.1064; number 15, H, carries 0.0798; number 16, H, carries 0.0598; number 17, H, carries 0.0753; number 18, H, carries 0.1851; number 19, H, carries 0.1493; number 20, H, carries 0.0722; number 21, H, carries 0.1090

[3]
The following is a DFT calculation (ωB97M-V with the def2-TZVPD basis set) of an isolated ion of composition C5H10N3O4 and charge +1 in a non-equilibrium geometry.

Calculated total energy (Eh): -661.17833
ΔE to the lowest compared entry with this formula, charge and spin (kcal per mole): 156.9
HOMO-LUMO gap (alpha / beta) (eV): 7.74 / 7.74
Charge: +1
Structure (SMILES): CC1=[N+]([O-])OC(C)(C)N(O)[N+]1=O

Element x y z (Å)
C  0.93868  -0.69758  0.20664
C  -1.50309  0.29517  0.04036
C  2.19067  -0.86998  1.13579
C  1.12008  -1.06538  -1.20993
C  -2.87169  0.79522  -0.37615
N  0.65000  0.87688  0.30372
N  -0.57741  1.27346  0.08396
N  -1.30898  -0.94315  0.45404
O  -0.80313  2.49690  -0.13103
O  -0.05279  -1.24325  0.95164
O  -2.18611  -1.77887  0.55987
O  1.76825  1.65709  0.07976
H  1.79744  -0.39760  2.06068
H  3.01688  -0.40387  0.66330
H  2.34432  -1.93048  1.30729
H  1.86677  -0.46306  -1.50595
H  0.35018  -1.07427  -1.97314
H  1.35886  -2.15949  -1.17517
H  -3.26728  1.54282  0.35066
H  -3.55678  0.04978  -0.61475
H  -2.76860  1.44534  -1.22471
H  1.49371  2.59435  0.01313

And the Löwdin charges, in e, turn out to be: number 1, C, carries -0.4500; number 2, C, carries -0.1453; number 3, C, carries 0.0662; number 4, C, carries 0.0443; number 5, C, carries 0.0589; number 6, N, carries 0.0192; number 7, N, carries -0.1048; number 8, N, carries -0.1376; number 9, O, carries 0.1205; number 10, O, carries 0.1158; number 11, O, carries 0.1859; number 12, O, carries 0.1381; number 13, H, carries 0.1217; number 14, H, carries 0.0874; number 15, H, carries 0.1124; number 16, H, carries 0.0629; number 17, H, carries 0.1123; number 18, H, carries 0.1465; number 19, H, carries 0.1275; number 20, H, carries 0.0755; number 21, H, carries 0.0907; number 22, H, carries 0.1518

[4]
The following is a DFT calculation (ωB97M-V with the def2-TZVPD basis set) of an isolated ion of composition C5H10N3OS and charge +1 in a non-equilibrium geometry.

Calculated total energy (Eh): -833.86452
ΔE to the lowest compared entry with this formula, charge and spin (kcal per mole): 51.8
HOMO-LUMO gap (eV): 5.96
Charge: +1

Element x y z (Å)
C  -2.22829  2.47787  -0.38793
C  0.43151  0.37432  -1.25362
C  -1.00267  0.83408  -1.53061
C  -1.93695  0.32881  -0.48280
C  0.64849  -0.26883  1.54289
N  -1.27639  2.25096  -1.38260
N  -2.57594  1.25771  0.16365
N  1.77975  -1.37565  1.42133
O  -2.61987  3.51872  0.02121
S  1.10574  1.01163  0.45185
H  0.22667  -0.69290  -1.23358
H  1.11623  0.57865  -1.99752
H  -1.39907  0.60670  -2.60467
H  -2.04574  -0.81162  -0.18518
H  0.64775  0.11111  2.65223
H  -0.93688  2.94950  -2.03480
H  -3.22474  1.10715  0.92322
H  1.66353  -2.01434  2.20068
H  2.72561  -0.92291  1.54986
H  1.86941  -1.93122  0.51292

And the Löwdin charges, in e, turn out to be: number 1, C, carries -0.5076; number 2, C, carries -0.3397; number 3, C, carries -0.3282; number 4, C, carries 0.0578; number 5, C, carries -0.5974; number 6, N, carries 0.1289; number 7, N, carries 0.2435; number 8, N, carries 0.0054; number 9, O, carries 0.1697; number 10, S, carries 0.7771; number 11, H, carries 0.0733; number 12, H, carries 0.0474; number 13, H, carries 0.2105; number 14, H, carries 0.1983; number 15, H, carries 0.0549; number 16, H, carries 0.1788; number 17, H, carries 0.2044; number 18, H, carries 0.1219; number 19, H, carries 0.1377; number 20, H, carries 0.1634

[5]
The following is a DFT calculation (ωB97M-V with the def2-TZVPD basis set) of an isolated ion of composition C5H10N3S and charge +1 in a non-equilibrium geometry.

Calculated total energy (Eh): -758.69053
ΔE to the lowest compared entry with this formula, charge and spin (kcal per mole): 19.5
HOMO-LUMO gap (eV): 8.77
Charge: +1
Structure (SMILES): C[C@@]1(N)SC=CNC1=[NH2+]

Element x y z (Å)
C  1.53924  1.74158  -0.10411
C  2.40928  0.76450  0.13212
C  -0.56481  0.49829  0.72337
C  0.17172  -0.93704  -1.39376
C  0.03040  -0.89665  0.09822
N  0.17890  1.55149  0.28015
N  -1.66338  0.69851  1.44828
N  -0.60877  -1.97477  0.60738
S  1.79766  -0.71321  0.84087
H  1.87345  2.64095  -0.72900
H  3.48894  0.71833  -0.10605
H  0.48907  -2.01551  -1.64144
H  -0.91322  -1.02240  -1.71622
H  0.67552  -0.13138  -1.78676
H  -1.89612  1.62637  1.66367
H  -2.34064  -0.09296  1.60776
H  -1.06377  -1.94634  1.51426
H  -0.20511  -2.85701  0.34392
H  -0.17532  2.34997  0.61897

And the Löwdin charges, in e, turn out to be: number 1, C, carries -0.1625; number 2, C, carries -0.3989; number 3, C, carries -0.1929; number 4, C, carries -0.0478; number 5, C, carries -0.7346; number 6, N, carries 0.0829; number 7, N, carries 0.2307; number 8, N, carries 0.0610; number 9, S, carries 0.9947; number 10, H, carries 0.1627; number 11, H, carries 0.0954; number 12, H, carries 0.1349; number 13, H, carries 0.1226; number 14, H, carries 0.0451; number 15, H, carries 0.1174; number 16, H, carries 0.1714; number 17, H, carries 0.1078; number 18, H, carries 0.1109; number 19, H, carries 0.0994

[6]
The following is a DFT calculation (ωB97M-V with the def2-TZVPD basis set) of a 2-piece molecular cluster, C5H10N4 overall in a non-equilibrium geometry.

Calculated total energy (Eh): -415.37653
ΔE to the lowest compared entry with this formula, charge and spin (kcal per mole): 113.2
HOMO-LUMO gap (alpha / beta) (eV): 8.95 / 8.95
Structure (SMILES): [H]/N=C(/C)C=C.N#CNN

Element x y z (Å)
C  -0.07868  -0.47906  1.63030
N  -1.01631  -0.72659  -1.24161
C  0.78915  -0.25667  0.42963
N  -1.73261  -1.73939  -1.93863
N  1.29870  -1.20977  -0.25992
H  -0.03386  -0.82548  -1.53888
H  -2.59539  -1.96609  -1.44989
H  -1.95987  -1.42641  -2.88175
H  2.30090  -1.17365  -0.42789
H  -0.61017  -1.42041  1.51547
H  0.51770  -0.35589  2.53181
H  -0.84290  0.29482  1.71235
C  1.29134  1.20372  0.21370
C  1.40790  2.09571  1.20132
C  -1.47781  0.55806  -1.17077
N  -2.32088  1.35135  -1.09037
H  2.02794  1.25253  -0.58497
H  0.76186  2.08675  2.06541
H  2.27299  2.73648  1.28468

And the Löwdin charges, in e, turn out to be: number 1, C, carries -0.0567; number 2, N, carries -0.1251; number 3, C, carries -0.4529; number 4, N, carries 0.0356; number 5, N, carries 0.0739; number 6, H, carries 0.0873; number 7, H, carries 0.0841; number 8, H, carries 0.0813; number 9, H, carries 0.0692; number 10, H, carries 0.0831; number 11, H, carries 0.0901; number 12, H, carries 0.0738; number 13, C, carries -0.1162; number 14, C, carries 0.0318; number 15, C, carries -0.3131; number 16, N, carries 0.1423; number 17, H, carries 0.0899; number 18, H, carries 0.0589; number 19, H, carries 0.0626

[7]
The following is a DFT calculation (ωB97M-V with the def2-TZVPD basis set) of an isolated ion of composition C5H10N4O and charge +2 in a non-equilibrium geometry.

Calculated total energy (Eh): -489.95502
ΔE to the lowest compared entry with this formula, charge and spin (kcal per mole): 136.8
HOMO-LUMO gap (alpha / beta) (eV): 7.11 / 7.11
Charge: +2
Structure (SMILES): CC(C)(N=O)C(=[NH2+])N=C=[NH2+]

Element x y z (Å)
C  -0.01858  0.84637  -0.47153
C  2.36373  0.28779  0.26752
C  -0.91590  -0.24871  -0.10923
C  -0.80987  -0.59775  1.40868
C  -2.25997  -0.34904  -0.64209
N  1.23666  0.60395  0.07216
N  0.13835  -1.45441  -0.49226
N  -0.21315  2.05463  -1.11736
N  3.60533  0.01869  0.44018
O  -0.27318  -2.37743  -1.06741
H  0.20758  -1.15388  1.46117
H  -1.60022  -1.33489  1.64133
H  -0.76723  0.13186  2.22904
H  -2.65705  -1.34031  -0.31710
H  -2.41644  -0.32009  -1.69257
H  -2.91396  0.40671  -0.14198
H  -1.07217  2.28274  -1.50773
H  0.39859  2.83856  -0.97206
H  3.70129  -0.71017  1.20192
H  4.26618  0.41540  -0.19069

And the Löwdin charges, in e, turn out to be: number 1, C, carries -0.0976; number 2, C, carries 0.0266; number 3, C, carries -0.4402; number 4, C, carries 0.0237; number 5, C, carries -0.0165; number 6, N, carries 0.2671; number 7, N, carries 0.0218; number 8, N, carries 0.3260; number 9, N, carries 0.3032; number 10, O, carries 0.2013; number 11, H, carries 0.1095; number 12, H, carries 0.1228; number 13, H, carries 0.1156; number 14, H, carries 0.1255; number 15, H, carries 0.0974; number 16, H, carries 0.1391; number 17, H, carries 0.1266; number 18, H, carries 0.1568; number 19, H, carries 0.2201; number 20, H, carries 0.1711

[8]
The following is a DFT calculation (ωB97M-V with the def2-TZVPD basis set) of one molecule with the formula C5H10N4O2S in a non-equilibrium geometry.

Calculated total energy (Eh): -964.03314
ΔE to the lowest compared entry with this formula, charge and spin (kcal per mole): 70.7
HOMO-LUMO gap (eV): 8.72

Element x y z (Å)
C  -0.45828  -0.03411  0.95527
C  0.64114  -0.28301  -0.87567
C  -0.26150  1.31680  0.86583
C  1.04528  -1.44698  -1.75444
C  2.21675  1.44480  -1.72700
N  0.79865  1.78920  0.16563
N  1.18837  0.91059  -0.76322
N  -0.91118  2.16396  1.70509
N  -1.55363  -2.47076  1.45489
O  -2.37456  -0.39304  2.70339
O  -3.01311  -0.64624  0.33191
S  -2.01616  -0.83479  1.36097
H  0.11260  -1.72089  -2.22210
H  1.82917  -1.03855  -2.36283
H  1.46268  -2.31225  -1.20124
H  1.72954  1.67312  -2.70140
H  2.60486  2.36996  -1.17088
H  2.97855  0.54082  -1.86590
H  -1.47477  1.67116  2.39834
H  -0.62360  3.10610  1.72361
H  -1.91130  -3.00984  0.64401
H  -2.00950  -2.79608  2.33575

And the Löwdin charges, in e, turn out to be: number 1, C, carries -0.0526; number 2, C, carries -0.0254; number 3, C, carries -0.5066; number 4, C, carries -0.0423; number 5, C, carries 0.0012; number 6, N, carries 0.0585; number 7, N, carries -0.2369; number 8, N, carries 0.1430; number 9, N, carries -0.0991; number 10, O, carries -0.3362; number 11, O, carries -0.3318; number 12, S, carries 0.5684; number 13, H, carries 0.0748; number 14, H, carries 0.0446; number 15, H, carries 0.0964; number 16, H, carries 0.0937; number 17, H, carries 0.1066; number 18, H, carries 0.1177; number 19, H, carries 0.0895; number 20, H, carries 0.0880; number 21, H, carries 0.0736; number 22, H, carries 0.0748